45
Properties=species:S:1:pos:R:3:lowdin_charge:R:1 method="wB97M-V/def2-TZVPD" lumo_ev=0.435 smiles=CC(C)O.CO.CO.CO.CO.O.O.O homo_ev=-10.06 energy_ev=-24124.220 molar_mass_g_mol=242.3 de_lowest_kj_mol=143.70 multiplicity=1 largest_force_ev_per_a=2.52 gap_ev=10.49
O -0.46 -0.68 -1.70 -0.06
O -1.10 -0.85 3.30 -0.13
O -0.26 -2.68 0.64 -0.09
O 2.21 3.49 0.47 -0.14
O -3.30 0.06 -1.80 -0.07
O 0.43 1.89 -1.60 -0.17
O -2.15 2.82 -1.36 -0.16
O -3.16 -2.53 0.61 -0.05
C 1.80 1.91 -2.05 -0.11
C -0.68 0.11 2.36 -0.19
C 2.07 -2.99 0.21 -0.06
C -2.25 4.06 -2.06 -0.14
C 3.10 3.58 1.59 -0.14
C 0.77 -3.66 0.47 -0.51
C 0.79 -4.62 1.66 -0.05
H 2.09 2.89 -1.97 0.04
H 1.87 1.63 -3.11 0.09
H -1.45 0.87 2.28 0.08
H 1.67 2.70 0.60 0.05
H 3.36 2.59 1.98 0.08
H 2.39 -2.45 1.18 0.12
H -0.17 -4.92 1.93 0.05
H 4.02 4.09 1.19 0.09
H 0.13 0.97 -1.71 0.03
H -0.50 -0.30 1.36 0.06
H -0.25 -1.36 -1.02 0.04
H -3.44 -1.80 1.15 0.03
H -0.90 -1.76 2.94 0.09
H 1.96 -2.29 -0.58 0.06
H 2.69 4.22 2.36 0.07
H 1.15 -4.07 2.57 0.10
H -1.34 4.59 -1.89 0.06
H -3.11 4.67 -1.77 0.09
H 2.44 1.29 -1.39 0.09
H 0.56 -4.33 -0.42 0.15
H -3.40 0.10 -2.76 0.06
H -2.89 0.95 -1.66 0.03
H -1.21 2.54 -1.43 0.03
H -1.10 -3.15 0.53 0.07
H 0.23 0.66 2.61 0.07
H -1.42 -0.64 -1.59 0.01
H 2.87 -3.73 -0.06 0.10
H -2.17 3.86 -3.14 0.08
H -3.31 -2.25 -0.33 0.06
H 1.44 -5.46 1.40 0.09